[1]
A structure of composition C64H63CsFN3O2P2S2 in a non-equilibrium geometry. Source: OMol25; level of theory: wB97M-V/def2-TZVPD.

XYZ file:
```
138
Properties=species:S:1:pos:R:3:forces:R:3:lowdin_charge:R:1
Cs -0.92146 -0.93293 0.76963 -0.940 -0.608 0.117 1.168
S 3.86213 -1.27667 1.93812 0.120 -0.200 0.103 0.519
S -2.78348 6.92081 -2.52236 0.039 -0.063 -0.031 0.787
P -0.58244 1.73547 -2.56621 0.873 0.987 -0.120 1.109
P -0.09094 2.38002 0.46586 0.233 0.897 -0.416 1.001
F -0.92264 -1.07425 3.36299 -0.022 -0.187 0.928 -0.216
O 9.64968 -1.24674 -1.68472 -0.047 0.106 -0.059 0.074
O 10.15353 -2.77009 -0.18258 0.124 -0.223 0.163 0.071
N -1.24071 -3.60500 2.26077 0.089 0.228 0.201 -0.006
N -0.70264 2.79123 -1.13560 -0.302 -0.404 0.155 -0.419
N -3.82024 0.56175 0.02222 0.041 -0.010 0.186 0.072
C -0.78601 -4.32156 5.88613 -0.008 0.080 -0.058 -0.130
C 1.73985 2.53014 0.38410 -0.004 0.120 0.071 -0.377
C -1.73519 -2.30429 -3.64166 -0.150 0.062 -0.024 -0.110
C 6.28424 -2.54507 1.54793 -0.015 0.112 -0.108 -0.124
C -0.95400 6.56153 2.33832 0.037 -0.094 -0.054 -0.101
C -5.98141 0.86383 1.01552 -0.066 -0.045 -0.047 -0.088
C -2.01908 -0.53336 -1.92169 -0.178 -0.216 -0.312 -0.296
C 2.63885 -0.61986 -1.37713 -0.058 0.010 0.071 -0.069
C -0.99504 -4.53207 4.53370 0.046 0.124 -0.028 -0.062
C 4.50100 2.83781 0.66888 -0.078 -0.037 -0.011 -0.100
C -5.65434 -0.72780 -0.74352 -0.090 0.085 0.138 -0.033
C 3.76723 2.21511 1.66618 -0.019 0.106 0.018 -0.105
C 1.11126 0.99272 -2.38966 0.132 -0.379 0.239 -0.354
C -0.61104 -3.04110 6.40518 -0.019 -0.110 -0.049 -0.145
C 3.55086 -0.42058 -2.40620 0.003 0.007 -0.045 -0.080
C -0.56189 2.90690 -5.09272 0.088 0.002 0.008 -0.118
C -0.13512 3.12799 -3.78077 -0.160 -0.034 -0.028 -0.367
C -4.63089 1.13260 0.91292 0.163 -0.014 -0.091 -0.151
C 0.21994 5.22362 0.71639 0.049 -0.050 0.078 -0.097
C 5.40004 -1.48499 1.20002 0.137 0.017 -0.047 -0.753
C -0.37556 -5.62112 1.16889 0.055 -0.025 -0.066 -0.129
C -0.65612 -1.97155 5.51149 -0.007 0.070 0.068 -0.055
C 0.04859 5.14279 -5.74163 -0.003 -0.080 0.031 -0.107
C -0.35095 4.06045 1.23164 -0.135 -0.068 0.102 -0.341
C -2.76981 -5.37333 1.53900 -0.026 -0.042 -0.053 -0.133
C 7.12231 -0.74670 -0.37799 -0.112 0.062 -0.016 -0.058
C 1.20512 -3.84546 0.30000 0.084 -0.184 -0.112 -0.082
C 3.26596 0.49954 -3.40087 0.003 -0.061 -0.024 -0.086
C -1.90553 -7.38079 0.47981 0.022 0.085 0.019 -0.115
C -2.96483 -6.61749 0.94079 0.050 -0.021 0.059 -0.067
C 9.32388 -1.99756 -0.58897 -0.173 0.119 -0.048 -0.505
C 7.98281 -1.79120 -0.01542 0.025 -0.022 0.037 -0.183
C 0.37466 4.38955 -3.47470 0.143 -0.026 -0.012 -0.111
C -1.04966 -3.46847 3.57669 -0.063 -0.298 -0.081 -0.310
C -0.87111 -2.19055 4.17752 -0.036 -0.182 0.179 -0.223
C 2.48915 3.13996 -0.62176 -0.012 -0.050 -0.022 -0.109
C 3.86040 3.28017 -0.48581 0.010 0.037 0.016 -0.078
C -3.37910 -0.91344 -1.86078 0.145 -0.327 -0.300 -0.251
C 1.44221 0.07779 -1.35929 -0.272 0.320 -0.606 -0.167
C -1.26183 -1.25650 -2.87536 -0.135 0.029 0.023 -0.213
C 1.06352 -5.11933 1.13921 -0.106 0.161 0.163 -0.356
C -0.62440 -6.86044 0.58234 -0.079 0.015 0.060 -0.061
C -0.45747 3.89178 -6.07056 0.011 -0.013 0.105 -0.097
C -2.65305 4.22535 -1.91522 0.112 -0.017 0.072 -0.247
C -4.02304 -4.62088 1.97071 0.128 0.146 0.159 -0.362
C 0.46461 5.38752 -4.43840 0.011 -0.065 0.014 -0.094
C -4.30392 -0.34230 -0.84143 -0.044 0.071 0.050 -0.247
C -0.07837 6.46256 1.26000 -0.030 0.013 0.059 -0.097
C 1.71521 -4.92384 2.51232 0.024 -0.095 -0.057 -0.054
C -1.48516 8.13189 -2.19787 -0.105 -0.054 0.003 -0.432
C 2.39276 2.05927 1.51861 0.065 0.000 -0.019 -0.115
C -3.90840 -1.86177 -2.77236 -0.197 0.047 0.212 -0.080
C 7.52649 -2.68157 0.96683 -0.062 -0.058 0.053 -0.042
C -1.45550 -4.86589 1.69555 0.017 0.004 0.139 -0.190
C -1.49896 5.40916 2.88639 0.027 0.060 -0.011 -0.093
C 5.88005 -0.59380 0.20243 0.039 -0.078 0.054 -0.136
C -4.26014 -4.67699 3.48370 -0.066 -0.059 -0.020 -0.058
C -2.15768 5.58546 -1.46055 -0.026 0.106 -0.116 -0.513
C 2.06205 1.19203 -3.39465 -0.147 -0.034 0.105 -0.104
C -4.07903 -3.17157 1.48233 0.014 -0.043 -0.086 -0.072
C -3.10319 -2.58479 -3.62242 0.130 0.033 0.018 -0.122
C -6.48842 -0.11468 0.16854 0.043 -0.009 -0.063 -0.088
C -1.19113 4.16843 2.33693 0.000 -0.070 -0.018 -0.104
C -2.16786 3.08805 -1.01638 0.095 0.152 -0.057 -0.319
H 7.41768 -0.00283 -1.11656 -0.027 0.018 0.019 0.100
H -2.32761 4.05380 -2.94273 -0.133 -0.009 -0.011 0.087
H -2.45658 5.78846 -0.42969 0.077 -0.036 0.027 0.078
H -0.52294 7.74318 -2.53617 -0.015 0.056 0.026 0.017
H 3.97890 0.67834 -4.19852 -0.019 -0.005 0.002 0.095
H -4.85820 -5.15018 1.50292 -0.028 -0.033 -0.067 0.115
H 0.74663 -0.11863 -0.54654 0.808 0.461 -0.858 -0.097
H -2.40764 3.34226 0.01842 -0.038 -0.015 0.041 0.084
H -0.22820 -0.96787 -3.04810 0.078 -0.128 0.061 0.054
H 5.94650 -3.25434 2.29464 0.033 0.026 -0.013 0.086
H 2.87413 -1.30175 -0.56674 -0.019 0.052 0.002 0.044
H 1.82976 1.54507 2.29261 0.055 -0.012 -0.031 0.101
H -5.21193 -4.19314 3.73299 0.050 -0.030 -0.013 0.072
H -0.75403 -5.17801 6.55303 0.004 0.005 -0.037 0.088
H 4.47635 -0.98382 -2.42064 -0.002 0.054 0.037 0.099
H -1.43694 8.36244 -1.13275 0.033 0.043 -0.043 0.024
H 0.86045 6.36302 -4.17438 -0.011 -0.029 0.013 0.092
H -5.07577 -2.75268 1.65427 0.022 -0.016 -0.060 0.074
H 2.78740 -4.75163 2.38379 -0.047 0.027 0.011 0.070
H 0.69652 4.59582 -2.45968 -0.100 0.022 -0.053 0.071
H 5.57412 2.94772 0.77352 -0.020 -0.024 -0.009 0.099
H 1.57741 -5.80590 3.14477 -0.018 0.048 -0.012 0.077
H -3.34679 -2.57494 2.02479 -0.066 0.043 -0.054 0.045
H -0.99761 1.94054 -5.33523 0.001 0.053 -0.030 0.100
H -3.74776 4.19676 -1.90635 0.006 0.036 -0.019 0.114
H 0.87647 -4.02112 -0.72924 0.020 0.067 0.035 0.088
H -6.60775 1.38581 1.72708 0.042 -0.038 0.040 0.090
H -6.05362 -1.51745 -1.35869 0.012 0.011 -0.061 0.091
H -0.79214 3.69250 -7.08200 -0.009 -0.018 0.015 0.093
H 0.10865 5.92335 -6.49103 0.001 -0.011 0.013 0.091
H 5.24047 0.22935 -0.09171 0.029 -0.016 -0.002 0.074
H 8.88199 -0.72097 -1.93452 -0.016 0.005 -0.027 0.069
H -1.11653 -5.53953 4.15190 0.000 -0.005 0.041 0.109
H -3.97861 -6.99369 0.83411 0.004 0.036 0.006 0.098
H 0.21359 -7.42800 0.19006 0.017 0.022 0.004 0.099
H -1.61129 3.26358 2.76710 -0.035 0.057 -0.046 0.098
H -1.06222 -2.87219 -4.27807 -0.030 0.031 -0.021 0.090
H -1.20542 7.53107 2.75073 0.026 0.004 0.010 0.094
H -3.46497 -4.16884 4.02743 -0.031 0.001 -0.002 0.061
H -4.16266 1.85449 1.58120 -0.015 -0.036 -0.046 0.100
H -2.73209 2.19098 -1.25278 -0.034 -0.214 0.015 0.060
H 4.43505 3.73168 -1.28824 -0.033 -0.017 0.032 0.100
H 0.59162 -3.06114 0.73311 0.166 -0.179 0.048 -0.038
H -4.97414 -2.05756 -2.82133 0.014 -0.005 0.023 0.079
H 1.86127 1.89207 -4.19402 0.017 0.008 -0.010 0.089
H 0.91043 5.15388 -0.11550 -0.028 -0.006 -0.014 0.095
H -3.53088 -3.34104 -4.27008 0.001 -0.008 0.005 0.085
H -7.53107 -0.40514 0.22310 -0.008 -0.002 0.012 0.098
H -0.43623 -2.87477 7.45960 0.003 0.003 -0.007 0.075
H -1.72790 9.03694 -2.75565 0.046 -0.022 0.046 0.022
H 8.18379 -3.49698 1.24841 -0.050 0.027 0.032 0.110
H 1.63601 -5.90001 0.63078 0.013 -0.063 -0.035 0.116
H 4.26141 1.82153 2.54507 -0.044 -0.045 -0.056 0.093
H -4.30062 -5.71302 3.83438 0.022 0.057 0.000 0.078
H -3.84904 -3.11464 0.41229 -0.052 0.067 0.084 0.083
H 0.36529 7.35906 0.83936 -0.005 -0.044 0.013 0.100
H 2.24539 -3.50986 0.30190 -0.061 0.020 -0.031 0.057
H -0.51840 -0.95060 5.85345 -0.018 -0.040 -0.066 0.108
H -2.16884 5.47795 3.73593 0.024 -0.030 -0.020 0.097
H 2.00785 3.46647 -1.53276 0.012 -0.020 0.038 0.073
H -1.06891 5.61997 -1.52064 -0.084 -0.039 0.039 0.042
H 1.30740 -4.06041 3.03288 0.019 -0.012 0.005 0.068
H -2.07683 -8.35033 0.02541 0.008 0.030 -0.005 0.084
```
Positions in Å, forces in eV/Å.

Results
highest occupied orbital energy = -2.163 eV
Kohn-Sham gap = 0.1982 hartree
LUMO = 3.231 eV
relative energy (zero: lowest compared OMol25 entry of this formula, charge and spin) = 49.1 kcal per mole
molar mass = 1184.2 g/mol
net charge = -2



[2]
An isolated molecule of C5H10O. Source: OMol25; level of theory: wB97M-V/def2-TZVPD.

XYZ file:
```
16
Properties=species:S:1:pos:R:3:forces:R:3:lowdin_charge:R:1
O -0.11918 0.80028 -1.29272 -0.402 -0.023 -0.313 -0.162
C 1.93049 0.76067 -0.00850 -0.061 0.016 0.032 -0.043
C -1.72691 -0.25053 0.69197 0.102 -0.052 0.153 -0.115
C 0.70196 -0.03177 -0.42919 0.008 -0.168 0.143 -0.380
C -1.10091 0.23230 -1.92567 0.401 0.066 -0.287 0.030
C -0.19693 -0.49241 0.74555 -0.055 -0.013 0.235 -0.183
H -2.12188 -0.65874 1.62420 -0.076 0.074 0.010 0.076
H 2.50650 1.10082 -0.87625 -0.187 -0.090 0.098 0.085
H -1.99897 0.80917 0.65624 0.229 -0.152 -0.001 0.083
H -0.01943 -1.55946 0.91573 0.016 0.142 0.035 0.112
H 1.64673 1.63553 0.58429 -0.006 -0.102 -0.069 0.087
H -2.29037 -0.74747 -0.10738 0.392 0.009 0.014 0.062
H 1.02148 -0.88197 -1.04535 -0.185 0.084 0.130 0.137
H -0.96544 -0.88255 -1.77715 -0.098 0.243 -0.124 0.019
H 0.14245 0.03254 1.64215 0.100 -0.095 0.018 0.105
H 2.59041 0.13360 0.60209 -0.178 0.061 -0.072 0.088
```
Positions in Å, forces in eV/Å.

Results
highest occupied orbital energy = -8.450 eV
Kohn-Sham gap = 0.3423 hartree
LUMO = 0.864 eV
relative energy (zero: lowest compared OMol25 entry of this formula, charge and spin) = 79.5 kcal per mole
molar mass = 86.1 g/mol